Formula: C16H26N6O5S
Source: the Open Molecules 2025 dataset
Level of theory: ωB97M-V/def2-TZVPD

Geometry as XYZ:
```
54
Properties=species:S:1:pos:R:3
C 6.02509 -0.85734 0.89712
S 4.36933 -1.56912 1.01508
C 3.92865 -1.42586 2.78517
C 2.83282 -0.40351 3.09170
O 2.41055 -0.30693 4.23420
N 2.37265 0.36016 2.08058
C 1.25629 1.26106 2.27882
C -0.07534 0.54479 2.20738
O -0.22097 0.01454 0.90423
C -1.38952 -0.76997 0.76610
C -1.45496 -1.29552 -0.65164
N -1.54019 -0.23115 -1.64541
C -0.29325 0.19600 -2.25797
C -2.75542 0.31755 -1.86516
O -3.75487 -0.04876 -1.26899
C -2.82308 1.45086 -2.88833
N -4.18086 1.82983 -3.19636
C -5.21796 2.12685 -2.39389
N -6.25840 2.46959 -3.11683
C -5.79295 2.36132 -4.39138
C -6.64165 2.65164 -5.58956
N -7.90460 3.00785 -5.25777
O -6.22636 2.57584 -6.72575
N -4.53975 1.98016 -4.48546
C 3.58341 -2.84135 3.35206
C 5.01976 -2.95411 3.89564
O 5.90436 -3.67892 3.06180
C 5.12728 -1.42176 3.77004
H 6.25325 -0.83733 -0.16752
H 6.05626 0.16091 1.27966
H 6.76228 -1.47462 1.40503
H 2.69898 0.15845 1.14973
H 1.35988 1.73072 3.25619
H 1.29862 2.03366 1.51042
H -0.10223 -0.25858 2.95262
H -0.89046 1.24592 2.42766
H -1.36418 -1.61449 1.46682
H -2.28195 -0.17262 0.98342
H -0.55786 -1.87665 -0.86982
H -2.32706 -1.94003 -0.75127
H -0.45428 0.99690 -2.97174
H 0.39562 0.54685 -1.49003
H 0.16745 -0.64001 -2.78813
H -2.26875 2.31359 -2.51040
H -2.38097 1.15742 -3.83769
H -5.17138 2.05618 -1.32167
H -8.17862 3.04808 -4.29132
H -8.55496 3.22393 -5.99123
H 2.85759 -2.74640 4.15740
H 3.26723 -3.59631 2.63270
H 5.13907 -3.36529 4.89556
H 5.62680 -3.54915 2.14595
H 6.07798 -1.01625 3.43360
H 4.81165 -0.92862 4.68865
```

Properties
Calculated total energy, Eh: -1728.2317
Kohn-Sham gap, eV: 9.40
HOMO, Ha: -0.3373
LUMO energy, eV: 0.219
Largest force on an atom, eV/Å: 0.3
SMILES string: CS[C@]1(C(=O)NCCOCCN(C)C(=O)Cn2cnc(C(N)=O)n2)C[C@H](O)C1
Energy above the lowest of the compared OMol25 structures with the same formula, charge and spin, kJ/mol: 180.0